Entry 1:
Density functional theory data (the ωB97M-V functional and the def2-TZVPD basis) for the molecule C2H2FNO2.

Geometry as ORCA input:
```
! RIJCOSX wB97M-V def2-TZVPD def2/J DEFGRID3
* xyz 0 1
C 0.27553 -0.33717 0.22684
C -0.94952 0.17200 0.87171
N 0.66408 0.10213 -0.85916
O -1.36976 1.31755 0.92909
O -0.18030 0.68904 -1.99374
F 1.85593 -0.35794 -1.35035
H 1.06324 -1.01663 0.71159
H -1.35920 -0.56897 1.46401
*
```

As for the HOMO-LUMO gap (spin up / spin down): 8.7 / 8.7 eV. For the energy above the lowest of the compared OMol25 structures with the same formula, charge and spin, the calculation gives 673.85 kJ/mol. The calculation puts the LUMO energy (spin up / spin down) at -1.42 / -1.42 eV.

Entry 2:
Density functional theory data (the ωB97M-V functional and the def2-TZVPD basis) for a structure of composition C12H13N3O2S3.

Geometry as ORCA input:
```
! RIJCOSX wB97M-V def2-TZVPD def2/J DEFGRID3
* xyz 0 1
C 5.57980 -3.53863 0.51725
H 5.83518 -2.48206 0.38641
O 4.37088 -3.69548 1.21939
C 3.23257 -3.18102 0.68121
C 2.06626 -3.36253 1.42735
C 0.85383 -2.88630 0.98048
C 0.78120 -2.21054 -0.23507
C 1.93896 -2.02582 -0.97991
C 3.15697 -2.50467 -0.53190
H 4.03421 -2.34206 -1.13749
H 1.89277 -1.50010 -1.92376
N -0.41832 -1.69543 -0.75194
C -1.65009 -1.70894 -0.20178
O -1.96882 -2.22091 0.84643
C -2.71224 -1.01603 -1.06507
H -3.05882 -1.70819 -1.83458
H -3.55695 -0.74248 -0.43153
S -2.13403 0.45453 -1.96899
C -1.70850 1.48044 -0.64940
N -1.22212 2.66955 -0.82200
C -0.99897 3.23602 0.38449
N -1.28210 2.54720 1.46084
S -1.87138 1.08402 1.05603
S -0.35339 4.83721 0.49861
C -0.22527 5.23096 -1.27228
H -1.20978 5.17438 -1.72403
H 0.44965 4.52790 -1.74842
H 0.16704 6.24060 -1.33142
H -0.32209 -1.21933 -1.64178
H -0.03786 -3.03193 1.56613
H 2.13744 -3.88683 2.36656
H 5.54365 -4.02866 -0.46125
H 6.34072 -4.01827 1.13073
*
```

As for the HOMO-LUMO gap: 8.5 eV. For the energy above the lowest of the compared OMol25 structures with the same formula, charge and spin, the calculation gives 5.98 kJ/mol. The calculation puts the LUMO energy at 0.38 eV.

Entry 3:
Density functional theory data (the ωB97M-V functional and the def2-TZVPD basis) for a cluster of 7 separate species, C17H48N4O7 in total.

Geometry as ORCA input:
```
! RIJCOSX wB97M-V def2-TZVPD def2/J DEFGRID3
* xyz -1 2
C 9.15019 22.85541 -3.89008
O 9.37486 22.29996 -2.78190
N 7.99053 22.84671 -4.48602
N 10.07042 23.48797 -4.54879
H 7.85446 23.61992 -5.12141
H 7.21710 22.60638 -3.88256
H 10.94911 23.65219 -4.07864
H 9.71996 24.09669 -5.27456
C 11.88898 23.95065 0.63221
O 10.93917 24.43240 1.10760
N 11.91902 23.53556 -0.54154
N 13.02153 23.81596 1.18492
H 10.97700 23.46532 -0.89899
H 12.79572 23.31599 -0.99242
H 13.71254 23.33614 0.62602
H 13.16040 24.12304 2.13703
C 4.90388 24.51304 -5.66222
C 6.04094 24.77466 -6.74108
C 5.87161 25.91726 -7.68788
O 7.19621 24.93503 -5.95155
H 5.08532 23.65148 -5.01966
H 3.89165 24.50329 -6.06642
H 4.89783 25.40874 -5.04110
H 5.92250 23.82643 -7.26544
H 6.59161 25.83304 -8.50189
H 6.04819 26.89035 -7.22961
H 4.82499 25.83168 -7.98002
H 7.72412 25.55996 -6.45392
C 11.99474 20.12996 -8.04641
C 11.43475 20.71753 -6.72346
C 12.64867 21.14575 -5.83921
O 10.65760 21.87013 -6.88333
H 12.63916 19.26944 -7.86659
H 12.50781 20.93955 -8.56548
H 11.11812 19.84984 -8.63049
H 10.93647 19.86079 -6.26977
H 12.22289 21.44903 -4.88274
H 13.04471 22.10995 -6.15791
H 13.32138 20.28811 -5.84387
H 10.25182 22.10005 -6.04423
C 11.18744 26.64186 -8.00521
C 10.47583 27.48305 -6.90415
C 9.42110 28.41442 -7.40882
O 9.66688 26.61822 -6.14979
H 12.05176 27.11009 -8.47619
H 10.46627 26.25439 -8.72485
H 11.53747 25.72409 -7.53268
H 11.29160 27.99858 -6.39734
H 8.65007 27.88060 -7.96438
H 9.78321 29.26940 -7.97978
H 8.92019 28.88012 -6.56011
H 9.37553 27.06496 -5.35159
C 11.30374 19.79566 -1.56496
C 11.45218 19.22567 -0.17205
C 10.45962 18.17294 0.27849
O 12.80227 18.69159 -0.20645
H 10.23233 19.83825 -1.76089
H 11.83264 19.26171 -2.35443
H 11.62271 20.83196 -1.67657
H 11.42211 20.13403 0.42966
H 10.26186 18.01068 1.33804
H 10.69897 17.16918 -0.07260
H 9.48200 18.32274 -0.17966
H 13.33293 19.38606 -0.60360
C 6.32863 20.13006 -2.96531
C 4.88581 20.44898 -2.58778
C 4.94064 21.35765 -1.36364
O 4.27233 21.18110 -3.63601
H 6.24421 19.28737 -3.65151
H 6.90818 19.81179 -2.09876
H 6.89815 20.86810 -3.53016
H 4.39708 19.49745 -2.37841
H 3.90717 21.65039 -1.17838
H 5.58083 22.22742 -1.51123
H 5.44242 20.82457 -0.55608
H 4.45880 20.65363 -4.41614
*
```

As for the HOMO-LUMO gap (spin up / spin down): 2.0 / 9.5 eV. For the energy above the lowest of the compared OMol25 structures with the same formula, charge and spin, the calculation gives 113.28 kJ/mol. The calculation puts the LUMO energy (spin up / spin down) at 2.56 / 2.47 eV.